# 1
Formula: C4H13N2
Source: the OMol25 dataset
Level of theory: the ωB97M-V functional and the def2-TZVPD basis

## Properties
Energy: -269.441104 Eh
Net charge: +1
SMILES: C[NH+](C)CCN
Relative energy (zero: lowest compared OMol25 entry of this formula, charge and spin): 37.39 kcal per mole

Each line ends with the Löwdin charge.
Cartesian coordinates (Å):
1 H 2.629942 1.986279 -0.401323  0.074
2 H -1.726817 -1.962237 1.222608  0.102
3 H -1.954592 -0.971176 -0.933491  0.115
4 H 0.200576 0.960883 1.304398  0.129
5 H -1.102653 -0.657443 2.183825  0.101
6 C 0.764306 1.273457 -0.738289  -0.239
7 C -0.202413 0.709011 0.327267  -0.093
8 C -0.808045 -1.477158 1.534113  0.046
9 H -0.078208 -2.119252 2.006303  0.109
10 N 1.686054 2.250299 -0.132145  0.001
11 H 1.667520 3.174500 -0.566415  0.085
12 H -0.765157 -2.312636 -1.118012  0.116
13 C -0.911438 -1.242497 -0.961365  0.003
14 H 1.417873 0.445838 -1.035787  0.115
15 H -1.217647 0.985211 0.072340  0.131
16 H 0.238133 1.716941 -1.580403  0.122
17 H -0.384363 -0.817337 -1.813452  0.101
18 N -0.213963 -0.824925 0.287966  -0.189
19 H 0.760891 -1.117759 0.341862  0.171

Atomic forces in eV per Å
0.02 -0.26 0.45
0.15 -0.44 0.17
-0.16 0.14 0.16
-0.51 0.40 0.07
0.15 -0.14 0.29
0.81 0.23 0.65
0.64 -0.69 -0.53
-0.74 1.24 -0.59
-0.05 -0.20 -0.04
0.63 0.30 -0.51
-0.80 -0.18 0.24
-0.40 -0.06 0.36
1.49 -1.06 -0.57
-0.36 -0.04 -0.56
-0.25 0.30 0.75
-0.08 -0.38 -0.14
-0.27 0.46 0.06
-0.29 0.38 0.54
0.02 0.00 -0.81


# 2
Formula: C4H13N2
Source: the OMol25 dataset
Level of theory: the ωB97M-V functional and the def2-TZVPD basis

## Properties
Energy: -269.206475 Eh
Net charge: +1
Relative energy (zero: lowest compared OMol25 entry of this formula, charge and spin): 184.62 kcal per mole

Each line ends with the Löwdin charge.
Cartesian coordinates (Å):
1 C 1.000902 -0.202504 -0.471227  -0.249
2 H 1.766368 -1.511971 1.005903  0.140
3 H 3.529191 2.634714 -0.340012  0.024
4 H 4.050368 1.880894 0.970884  0.026
5 H -2.703676 1.602754 0.500898  0.111
6 H -1.986938 -0.418465 -1.212332  0.131
7 H -2.425502 0.247356 1.730304  0.101
8 C -2.675006 0.525853 0.697510  -0.039
9 C -0.337730 0.299719 0.067564  -0.040
10 H -2.388667 -4.236446 -1.388969  0.009
11 H -0.232443 0.886229 0.976347  0.126
12 H 2.873528 1.170608 0.185685  -0.063
13 H 0.832912 -0.924691 -1.273014  0.140
14 H 1.598618 0.611956 -0.904958  0.130
15 H -3.624756 0.029006 0.502666  0.087
16 H -2.778612 -3.648877 -1.626402  -0.003
17 N 3.711708 1.709616 0.027423  0.031
18 N 1.404904 -0.567682 0.799223  0.317
19 C -1.615168 -0.088068 -0.247498  0.021

Atomic forces in eV per Å
0.11 0.22 -2.10
-1.21 -0.55 -0.43
-0.42 -0.12 -0.22
0.32 -0.07 -0.10
-0.28 -0.10 0.34
0.49 -0.91 0.14
0.22 0.61 -0.20
0.64 -1.58 -0.98
0.86 -1.12 1.94
-0.03 0.08 -0.02
-0.12 0.22 -0.22
-0.08 0.56 -0.10
0.37 -0.45 0.34
-0.12 0.17 0.31
-0.18 0.47 -0.24
0.03 -0.07 0.02
0.45 -0.13 0.67
-0.01 0.98 -0.24
-1.06 1.78 1.11


# 3
Formula: C4H13N2
Source: the OMol25 dataset
Level of theory: the ωB97M-V functional and the def2-TZVPD basis

## Properties
Energy: -269.463864 Eh
Net charge: +1
Relative energy (zero: lowest compared OMol25 entry of this formula, charge and spin): 23.11 kcal per mole

Each line ends with the Löwdin charge.
Cartesian coordinates (Å):
1 H 0.866593 -0.311417 -0.711017  0.091
2 H 2.455335 1.132084 -0.873459  0.108
3 H 1.422375 1.228569 -2.104142  0.108
4 H -0.332950 2.063954 -0.696163  0.081
5 N 0.371931 -1.293064 -0.433388  0.166
6 H 1.086392 3.101934 -0.587795  0.085
7 C -0.851589 -1.040177 0.358202  -0.379
8 C -1.993248 -0.904468 -0.285355  0.097
9 H -1.516176 -0.655059 2.336722  0.095
10 H 1.038582 -1.853123 0.097769  0.158
11 C -0.604049 -0.938401 1.825120  -0.028
12 H 0.167477 -0.197379 2.039170  0.083
13 H 0.763802 1.927603 0.681322  0.075
14 H -2.897451 -0.687706 0.262526  0.088
15 H -2.044857 -1.017005 -1.359240  0.081
16 H 0.154298 -1.812607 -1.282147  0.157
17 N 1.468843 1.051236 -1.104341  -0.049
18 H -0.263573 -1.897070 2.225963  0.098
19 C 0.708273 2.102092 -0.389749  -0.113

Atomic forces in eV per Å
0.16 -0.02 -0.19
-0.01 -0.06 0.06
-0.05 -0.07 0.00
-0.06 -0.04 0.00
-0.09 -0.09 0.24
0.06 0.05 -0.04
0.10 -0.05 -0.01
0.09 -0.03 0.04
-0.06 0.03 0.08
-0.02 -0.01 0.01
0.09 -0.08 -0.15
0.01 0.05 0.06
-0.01 -0.05 0.06
-0.06 0.00 -0.06
-0.15 0.02 -0.06
0.00 0.07 -0.05
-0.01 0.15 0.02
-0.02 0.02 0.02
0.02 0.11 -0.02


# 4
Formula: C4H13N2
Source: the OMol25 dataset
Level of theory: the ωB97M-V functional and the def2-TZVPD basis

## Properties
Energy: -269.452944 Eh
Net charge: +1
SMILES: CC[NH2+]CCN
Relative energy (zero: lowest compared OMol25 entry of this formula, charge and spin): 29.96 kcal per mole

Each line ends with the Löwdin charge.
Cartesian coordinates (Å):
1 N -2.114937 -1.455889 0.841810  0.014
2 C 1.478641 0.397197 -0.898956  -0.185
3 H 0.533133 -1.405590 -0.239267  0.174
4 C -0.300827 0.166889 0.802866  -0.115
5 H -2.375426 -2.414586 1.004673  0.082
6 H -2.851295 -0.768218 0.929024  0.085
7 C -0.956917 -0.995620 1.600417  -0.248
8 H 0.494058 0.521209 1.466721  0.134
9 H -1.157382 -0.669955 2.607527  0.114
10 H 2.102592 -0.014060 -1.714974  0.138
11 H 0.318585 2.336482 -1.148088  0.081
12 H 0.731280 1.428289 -2.538799  0.073
13 N 0.339196 -0.421483 -0.438750  0.043
14 H 2.106016 0.536598 -0.015823  0.123
15 C 1.142325 1.762723 -1.600670  -0.043
16 H -1.034314 0.940006 0.601238  0.133
17 H 2.047649 2.339814 -1.714044  0.089
18 H -0.158977 -1.757408 1.654538  0.124
19 H -0.343393 -0.526403 -1.199447  0.185

Atomic forces in eV per Å
1.07 0.39 -0.20
1.93 1.65 -0.66
0.67 0.14 0.15
-0.15 -1.29 1.54
-0.41 0.15 0.25
-0.39 -0.59 0.03
0.47 0.13 -1.46
0.05 0.36 -0.58
-0.12 0.21 0.47
-0.53 -1.02 0.87
0.62 0.01 0.26
0.13 0.42 -0.81
-1.19 0.44 -0.63
0.01 -0.02 -0.19
-1.69 -1.40 1.06
0.24 0.11 -0.47
0.07 0.10 -0.08
-0.57 -0.12 0.18
-0.24 0.34 0.27


# 5
Formula: C4H13N2
Source: the OMol25 dataset
Level of theory: the ωB97M-V functional and the def2-TZVPD basis

## Properties
Energy: -269.384239 Eh
Net charge: +1
SMILES: CC[NH2+]CCN
Relative energy (zero: lowest compared OMol25 entry of this formula, charge and spin): 73.07 kcal per mole

Each line ends with the Löwdin charge.
Cartesian coordinates (Å):
1 H -2.232753 -0.892490 -1.681172  0.042
2 H 2.616860 -0.423065 -0.181328  0.104
3 H 0.543622 1.032217 -0.292773  0.159
4 H -0.195271 -1.846886 0.685635  0.184
5 C -2.166694 0.097306 -1.899233  -0.106
6 H -1.339955 1.729084 -1.253422  0.125
7 H -2.187171 0.757089 0.161548  0.167
8 N -0.020181 0.165602 -0.355800  0.046
9 H 1.738491 -1.475394 2.175211  0.121
10 C 1.283762 -0.564530 1.692894  -0.122
11 H 1.142061 0.308419 2.443567  0.133
12 H 0.376429 -0.307865 -1.141518  0.152
13 H -3.214824 0.427612 -2.037750  0.121
14 N 2.343503 0.216589 0.639978  -0.004
15 C -0.004978 -0.661338 0.859043  -0.200
16 H -0.806978 -0.405745 1.589261  0.125
17 H 3.065347 0.588630 1.100841  -0.010
18 C -1.479368 0.745662 -0.774990  -0.141
19 H -1.565453 0.130452 -2.823623  0.104

Atomic forces in eV per Å
-0.58 -3.31 0.43
0.00 1.20 2.20
0.28 -0.76 0.80
0.29 3.01 -0.49
0.12 -0.09 -1.45
0.68 0.23 1.54
1.94 0.17 -1.59
-2.96 1.94 -0.49
-0.88 0.90 -0.78
2.90 3.96 -1.34
0.34 -1.86 -0.90
0.19 -0.64 -0.66
0.83 0.32 0.02
-5.35 -4.39 -2.02
-0.57 -3.95 2.17
0.20 0.23 -1.16
3.63 1.32 2.08
-0.56 1.30 1.50
-0.52 0.43 0.14


# 6
Formula: C4H13N2
Source: the OMol25 dataset
Level of theory: the ωB97M-V functional and the def2-TZVPD basis

## Properties
Energy: -269.437317 Eh
Net charge: +1
SMILES: C[C@@H]([NH3+])CCN
Relative energy (zero: lowest compared OMol25 entry of this formula, charge and spin): 39.77 kcal per mole

Each line ends with the Löwdin charge.
Cartesian coordinates (Å):
1 H 0.236424 1.975206 1.218635  0.149
2 C -1.304232 -0.779855 -0.844680  -0.206
3 H -1.678660 -1.283138 0.108891  0.131
4 H 2.374982 -1.439276 0.909118  0.073
5 N -1.894031 0.632492 -0.934982  -0.006
6 H 0.997995 1.806795 -0.273447  0.165
7 C 0.236367 -0.956411 -0.629301  -0.127
8 H 0.868781 -0.710412 -1.495468  0.122
9 H -1.536901 -1.432673 -1.653677  0.097
10 H -0.182953 -0.364208 1.527025  0.185
11 C 0.595046 -0.067330 0.673507  -0.324
12 H 0.588806 -1.926806 -0.240021  0.120
13 H 2.874187 0.140248 0.953890  0.095
14 H -2.200413 0.953424 -1.831387  0.080
15 H 1.914192 -0.600398 2.269888  0.084
16 H -0.461248 1.406890 -0.196926  0.110
17 N 0.407314 1.403066 0.434815  0.190
18 C 1.988780 -0.478298 1.186118  -0.060
19 H -2.483943 0.916810 -0.109220  0.121

Atomic forces in eV per Å
0.23 0.87 1.23
-0.01 -0.64 1.96
-0.20 0.78 -1.39
-0.60 -0.78 -0.79
1.57 -0.96 2.12
1.40 0.29 0.35
-0.11 2.65 1.89
-0.18 0.18 0.25
-0.87 -0.04 -0.80
1.48 0.81 -1.99
-0.01 -2.39 0.37
-0.96 0.01 -0.68
-0.80 0.43 0.06
-0.42 -0.13 -0.20
0.33 0.48 0.05
-0.65 -0.15 0.61
-1.22 -1.42 -2.55
0.52 0.81 1.30
0.50 -0.80 -1.81


What is the relative energy (zero: lowest compared OMol25 entry of this formula, charge and spin) in the sixth record? 39.77 kcal per mole